Molecular formula: H33O17
Method: DFT, wB97M-V/def2-TZVPD

Orbital gap = 0.3020 Ha
Energy relative to the best compared isomer or geometry (same formula, charge and spin) = 2.839 eV
Charge = -1

XYZ file:
```
50
H33O17 wB97M-V/def2-TZVPD
O 3.057 1.041 1.355
H 2.356 0.383 1.453
H 3.909 0.742 1.050
O 1.505 2.156 4.072
H 0.599 1.838 3.959
H 1.863 1.635 3.333
O 2.886 -1.756 -0.644
H 2.250 -2.319 0.045
H 3.589 -1.422 -0.131
O -0.389 2.745 -3.294
H -0.213 3.101 -2.422
H -0.795 1.885 -3.108
O -1.920 4.085 2.156
H 1.475 2.098 0.638
O -1.489 -0.520 3.205
H 0.844 -0.348 -0.161
H -0.679 -0.225 2.792
O 2.174 -4.001 -1.889
H -2.671 0.453 -2.552
H 2.735 -4.756 -2.109
O -5.268 -1.193 0.777
H -5.621 -2.089 0.719
H -2.468 3.301 2.175
O -2.706 1.319 -2.947
H 2.850 -3.586 -1.306
H 0.377 1.896 -0.421
O -2.036 -2.352 -4.655
H -1.425 -3.088 -4.522
H -2.895 1.736 -2.109
O -0.870 -3.968 1.641
H -0.080 -3.469 1.348
H -1.501 -1.651 -4.258
O 0.743 2.526 0.200
H 4.757 1.682 2.923
H -0.572 -0.219 -6.066
O 1.799 -2.690 1.337
H 1.870 -3.646 1.410
H -1.323 3.896 1.425
O -3.210 0.980 1.192
H -2.881 0.789 2.078
H -2.365 1.125 0.754
O 0.486 -0.432 0.701
H 0.777 -1.221 1.186
H -5.894 -0.776 1.369
O -0.020 0.228 -5.423
H -1.381 -3.985 0.825
H 0.899 -0.030 -5.505
O 5.178 2.250 2.296
H 4.822 3.137 2.285
H -2.034 -1.026 2.597
```

=====

Molecular formula: CHBrF2OS
Method: DFT, wB97M-V/def2-TZVPD

Orbital gap = 0.3291 Ha
Energy relative to the best compared isomer or geometry (same formula, charge and spin) = 1.950 eV

XYZ file:
```
7
CHBrF2OS wB97M-V/def2-TZVPD
C 0.181 0.036 -0.920
O -0.557 -1.536 1.484
F 0.126 -0.988 -1.806
F -0.333 1.176 -1.434
S -0.971 -0.211 1.113
Br 0.434 1.170 2.082
H 1.120 0.352 -0.519
```

=====

Molecular formula: C4H12NP
Method: DFT, wB97M-V/def2-TZVPD

Orbital gap (spin up / spin down) = 0.1469 / 0.2614 Ha
Energy relative to the best compared isomer or geometry (same formula, charge and spin) = 6.538 eV
Multiplicity = 3

XYZ file:
```
18
C4H12NP wB97M-V/def2-TZVPD
C 2.808 -0.124 -0.543
C -2.202 -0.604 -0.692
C 2.436 -0.730 0.564
C -1.055 -1.146 0.118
N -0.231 -0.084 0.597
P -0.259 1.444 0.332
H 2.194 0.043 -1.421
H -1.099 2.220 -0.417
H 3.813 0.372 -0.640
H -3.103 -0.258 -0.135
H -1.916 0.285 -1.320
H -2.462 -1.483 -1.330
H 1.439 -1.257 0.550
H 3.270 -0.921 1.355
H -1.489 -1.598 1.032
H -0.454 -1.907 -0.340
H 0.944 1.910 -0.164
H -0.447 2.295 1.470
```